{"formula": "C31H35CrN3O3SSi", "method": "ωB97M-V/def2-TZVPD", "elements": ["Cr", "O", "C", "C", "C", "C", "C", "C", "C", "N", "N", "C", "O", "C", "C", "C", "C", "C", "C", "H", "H", "H", "H", "H", "H", "H", "H", "H", "H", "C", "C", "C", "C", "N", "C", "C", "C", "C", "C", "C", "C", "H", "H", "H", "H", "H", "H", "H", "H", "C", "S", "C", "O", "H", "H", "H", "H", "H", "H", "C", "Si", "C", "C", "C", "H", "H", "H", "H", "H", "H", "H", "H", "H", "H", "H"], "coordinates": [[-1.4975, 0.5306, 0.5795], [-1.1701, 1.0870, 2.4335], [-0.1276, 0.9099, 3.1792], [-0.0042, 1.7230, 4.3312], [1.0576, 1.6177, 5.1961], [2.0422, 0.6715, 4.9612], [1.9427, -0.1407, 3.8432], [0.9136, -0.0285, 2.9212], [0.8984, -0.9836, 1.7445], [-0.3727, -0.9897, 1.0609], [-0.6333, -2.1589, 0.5101], [-1.7162, -2.0923, -0.2364], [-2.3437, -0.9424, -0.2889], [-2.1277, -3.2370, -1.0122], [-1.4187, -4.4444, -0.9236], [-1.7489, -5.5118, -1.7252], [-2.7899, -5.4135, -2.6399], [-3.5158, -4.2340, -2.7214], [-3.2005, -3.1618, -1.9119], [-0.7864, 2.4508, 4.5006], [1.1229, 2.2675, 6.0589], [2.8709, 0.5596, 5.6450], [2.7033, -0.8883, 3.6740], [1.0778, -2.0004, 2.1350], [-0.6069, -4.5017, -0.2170], [-1.1924, -6.4359, -1.6427], [-3.0268, -6.2487, -3.2855], [-4.3345, -4.1554, -3.4256], [-3.7702, -2.2473, -1.9684], [1.2401, 3.8868, 0.7860], [0.5311, 4.9201, 0.1708], [-0.6948, 4.6166, -0.3795], [-1.1966, 3.3158, -0.3251], [-0.5011, 2.3136, 0.2879], [0.6879, 2.6287, 0.8173], [-2.4901, 2.9142, -0.8242], [-3.2820, 3.7070, -1.6611], [-4.5048, 3.2453, -2.0904], [-4.9450, 1.9896, -1.6779], [-4.1503, 1.2139, -0.8537], [-2.8934, 1.6252, -0.4008], [2.1979, 4.0640, 1.2497], [0.9237, 5.9257, 0.1393], [-1.2892, 5.3943, -0.8337], [1.2227, 1.8359, 1.3183], [-2.9336, 4.6732, -2.0054], [-5.1124, 3.8524, -2.7494], [-5.9056, 1.6262, -2.0263], [-4.5004, 0.2317, -0.5659], [0.2152, -1.8059, -3.0681], [-0.2016, -0.3264, -2.0189], [-1.5936, 0.1904, -3.0921], [0.8650, 0.6470, -2.3143], [0.4519, -1.4909, -4.0762], [-0.6348, -2.4772, -3.0453], [1.0743, -2.2889, -2.6166], [-2.3698, -0.5609, -3.0197], [-1.2392, 0.3124, -4.1094], [-1.9583, 1.1354, -2.7020], [4.4884, -0.7390, -0.9604], [3.8174, -0.5874, 0.8304], [4.6414, -1.9984, 1.8286], [4.4370, 1.0784, 1.5280], [1.9350, -0.7353, 0.6163], [5.4399, -0.2295, -1.0786], [3.7893, -0.2954, -1.6619], [4.6349, -1.7739, -1.2530], [5.7119, -2.0088, 1.6472], [4.2506, -2.9702, 1.5437], [4.4976, -1.8886, 2.8977], [5.5246, 1.0965, 1.5580], [4.0690, 1.2608, 2.5334], [4.1100, 1.8997, 0.8971], [1.7885, -1.5721, -0.0769], [1.6062, 0.1468, 0.0617]], "forces_ev_per_a": [[0.20, -0.77, 2.70], [-0.94, 0.03, -1.09], [0.69, -0.19, 0.68], [-0.16, 0.00, -0.24], [0.09, -0.03, 0.05], [0.24, -0.13, 0.10], [0.02, 0.24, 0.04], [-0.43, 0.08, -0.04], [0.28, -0.27, -0.23], [-0.08, 0.85, -0.09], [-0.60, -1.07, -0.62], [1.25, 0.74, 0.99], [-1.04, -0.44, -0.31], [-0.42, -0.64, -0.43], [-0.10, 0.28, 0.08], [-0.03, -0.18, -0.10], [-0.09, -0.03, -0.15], [-0.04, -0.33, -0.16], [0.29, 0.23, 0.35], [-0.08, 0.02, -0.02], [-0.03, 0.04, 0.07], [0.09, -0.03, 0.05], [0.12, -0.16, -0.05], [-0.05, 0.22, -0.01], [0.11, -0.02, 0.06], [0.06, -0.06, -0.01], [-0.05, -0.04, -0.01], [-0.04, 0.02, -0.02], [-0.03, 0.16, 0.02], [-0.08, 0.66, -0.20], [0.13, -0.65, 0.22], [-0.07, 0.07, -0.08], [1.04, -0.16, 0.58], [0.28, 1.32, -0.82], [-0.11, -0.38, -0.07], [-1.01, -0.59, -0.15], [0.41, 0.15, 0.14], [-0.23, -0.14, -0.09], [-0.08, 0.21, -0.09], [-0.01, -0.23, 0.18], [-0.23, 1.11, -0.74], [0.08, -0.05, 0.04], [0.02, 0.08, -0.01], [-0.07, 0.01, -0.07], [-0.04, -0.07, -0.05], [0.02, 0.06, 0.00], [-0.03, 0.00, -0.03], [-0.01, -0.05, 0.05], [-0.02, -0.14, -0.01], [-0.26, 0.47, 0.75], [-0.49, -0.82, -1.81], [0.31, -0.19, 0.51], [1.01, 0.83, -0.02], [0.01, 0.25, -0.18], [-0.13, -0.19, -0.06], [0.13, -0.04, 0.14], [-0.22, -0.10, -0.01], [0.20, -0.06, -0.13], [-0.03, 0.02, 0.03], [-0.20, 0.14, 0.62], [0.31, -0.10, -0.36], [-0.40, 0.49, -0.21], [-0.32, -0.56, -0.13], [0.61, 0.06, 0.63], [0.24, 0.11, 0.03], [-0.21, 0.14, -0.13], [-0.03, -0.27, 0.00], [0.23, 0.06, -0.10], [-0.13, -0.18, -0.11], [-0.05, 0.03, 0.24], [0.16, -0.06, -0.03], [-0.10, 0.01, 0.18], [-0.10, 0.16, -0.17], [0.08, 0.00, -0.05], [0.15, 0.07, -0.10]], "multiplicity": 2, "lumo_energy_ev": [2.73, 2.61], "energy_ev": -90463.589, "gap_ev": [6.3, 6.3], "charge": -1, "relative_energy_ev": 0.0000, "e_homo_ev": [-3.6, -3.7]}